No. 1
Density functional theory data (ωB97M-V with the def2-TZVPD basis set) for H22NeO11 as an isolated structure at a distorted geometry.

```
34
Properties=species:S:1:pos:R:3:nbo_charge:R:1
Ne 10.46074 -3.74836 -16.66403 0.00
O 13.37155 -2.52706 -18.65028 -0.96
O 13.41712 -4.07562 -14.63195 -0.96
O 13.33994 -4.78358 -17.27418 -0.98
O 13.00499 -0.57873 -16.63354 -0.96
O 6.99264 -4.06871 -18.52141 -0.96
O 11.69882 -6.82730 -17.39302 -0.98
O 9.22694 -6.18278 -18.35717 -0.98
O 10.19680 -4.41165 -13.76251 -0.97
O 10.91619 -1.74696 -13.03463 -0.97
O 10.52636 0.04216 -15.42923 -0.98
O 9.59355 -6.89666 -15.09391 -0.97
H 7.23793 -3.51782 -19.26477 0.46
H 13.28232 -1.88080 -19.35072 0.50
H 13.34239 -4.48323 -16.36533 0.50
H 10.17132 -6.12779 -18.21102 0.50
H 14.31233 -2.69557 -18.59765 0.49
H 8.99089 -7.06535 -18.07154 0.47
H 9.91250 -4.90331 -14.53302 0.50
H 7.79215 -4.54788 -18.30368 0.49
H 11.21521 -6.83071 -16.56698 0.47
H 12.59166 -3.91730 -14.17393 0.50
H 12.21702 -6.02301 -17.36441 0.50
H 13.03783 -1.33133 -17.22410 0.49
H 8.71777 -6.62406 -14.82020 0.48
H 10.67224 -0.49068 -14.64755 0.48
H 13.86432 -0.56674 -16.21206 0.47
H 14.09193 -3.91962 -13.97124 0.48
H 9.57844 -7.85163 -15.03047 0.49
H 13.23434 -3.98464 -17.79068 0.48
H 10.62736 -2.65577 -13.11765 0.49
H 10.34497 -5.07944 -13.09293 0.48
H 11.35177 -0.00797 -15.91132 0.49
H 10.26460 -1.33923 -12.46417 0.47
```

**Electronic energy**: -26389.20817 eV
**Energy above the lowest of the compared OMol25 structures with the same formula, charge and spin**: 72.1 kJ/mol



No. 2
Density functional theory data (ωB97M-V with the def2-TZVPD basis set) for a 11-piece molecular cluster, H22O11 overall.

```
33
Properties=species:S:1:pos:R:3:nbo_charge:R:1
O 13.74992 -23.08356 -3.85043 -0.95
O 10.33093 -22.78607 -10.53667 -0.94
O 17.11769 -20.65129 -9.66725 -0.94
O 15.90324 -19.51507 -5.72671 -0.94
O 14.28410 -23.38164 -8.81671 -0.94
O 15.42670 -26.35751 -11.68661 -0.94
O 11.26268 -25.40513 -6.63173 -0.95
O 10.60404 -28.19403 -9.11372 -0.94
O 17.75172 -22.93654 -4.18104 -0.95
O 13.66071 -22.96228 -13.59953 -0.94
O 19.09876 -24.93588 -7.59443 -0.94
H 19.78558 -25.48400 -7.21488 0.47
H 13.74166 -22.03185 -13.80928 0.47
H 16.99325 -20.44036 -8.74191 0.47
H 17.88019 -23.14629 -5.10609 0.48
H 16.19042 -19.95202 -4.92494 0.47
H 14.89187 -25.63420 -12.01373 0.47
H 15.16883 -18.96647 -5.45118 0.47
H 13.40770 -23.37349 -14.42603 0.47
H 16.59191 -21.43892 -9.80666 0.47
H 11.62146 -24.56863 -6.33544 0.48
H 9.88133 -27.64568 -9.41908 0.46
H 14.68440 -23.06660 -3.64384 0.48
H 10.84252 -23.21990 -11.21953 0.47
H 11.02072 -27.67903 -8.42278 0.47
H 10.58579 -25.61708 -5.98898 0.47
H 13.35147 -23.55843 -3.12107 0.47
H 14.03826 -22.95679 -7.99495 0.47
H 9.74847 -23.46848 -10.20309 0.47
H 18.38798 -25.54529 -7.79354 0.47
H 15.31251 -26.32990 -10.73664 0.47
H 18.58445 -22.55465 -3.90364 0.47
H 13.47684 -23.79350 -9.12482 0.47
```

**Structure (SMILES)**: O.O.O.O.O.O.O.O.O.O.O
**Electronic energy**: -22879.13437 eV
**Energy above the lowest of the compared OMol25 structures with the same formula, charge and spin**: 229.6 kJ/mol



No. 3
Density functional theory data (ωB97M-V with the def2-TZVPD basis set) for a 11-piece molecular cluster, H22O11 overall at a distorted geometry.

```
33
Properties=species:S:1:pos:R:3:nbo_charge:R:1
O -1.62158 -0.68459 2.98446 -0.99
O 3.46958 -0.24716 -0.14569 -0.97
O 2.05531 1.57818 -2.94997 -0.94
O 0.96380 -2.28539 0.07572 -0.98
O -2.27061 -0.11764 -0.72906 -0.96
O -3.44612 1.31287 1.49587 -0.96
O -0.36802 -2.67004 2.52443 -0.97
O 2.45610 2.64098 1.19981 -0.96
O -4.66794 1.16821 -2.27340 -0.92
O 4.36684 2.08775 -0.42139 -0.95
O -1.29621 -2.83043 -1.76577 -0.94
H 3.92950 2.96422 -0.51658 0.48
H -0.66521 -0.67951 2.74116 0.51
H -2.81552 1.07969 2.18755 0.44
H -2.83821 -0.59915 -1.41862 0.48
H -0.01992 -2.94255 1.61180 0.49
H 4.25682 0.24817 0.11834 0.48
H -0.43616 -2.73336 -2.18285 0.46
H 1.94267 1.18502 -2.06443 0.47
H -1.32477 -3.70670 -1.37223 0.49
H -5.21035 0.52985 -1.81588 0.47
H -1.21607 -2.32050 2.23982 0.48
H 2.26555 3.48472 0.67825 0.48
H 2.85783 2.87777 2.04592 0.48
H 5.18233 2.44537 0.03649 0.47
H 1.66196 -1.60699 0.23047 0.51
H 2.98254 0.57788 0.14672 0.48
H -1.59519 -0.83537 -0.45441 0.49
H -4.09416 0.64872 -2.83164 0.46
H -3.20839 0.68567 0.78329 0.50
H -2.00421 0.07886 3.40226 0.48
H 0.72686 -2.29446 -0.88893 0.47
H 3.01839 1.45244 -3.03001 0.47
```

**Structure (SMILES)**: O.O.O.O.O.O.O.O.O.O.O
**Electronic energy**: -22877.97064 eV
**Energy above the lowest of the compared OMol25 structures with the same formula, charge and spin**: 341.9 kJ/mol



Number 1: M 218.3 u, E_LUMO -0.08 eV. Number 2: M 198.2 u, E_LUMO 0.05 eV. Number 3: M 198.2 u, E_LUMO -0.36 eV.